Record 1
Formula: C12H12LiNOS
Source: the OMol25 dataset
Level of theory: the ωB97M-V functional and the def2-TZVPD basis

Properties
Multiplicity = 1
Charge = -2
Kohn-Sham gap (spin up / spin down) = 2.385 / 3.179 eV

Last column: Mulliken charge in e.
Geometry (Å):
S  0.713  -3.925  -0.366  -0.313
O  -3.050  2.318  0.666  -0.236
N  1.422  0.080  0.185  -0.536
C  4.115  -0.702  -0.188  -0.540
C  -1.276  3.779  0.366  -1.129
C  1.721  -1.176  -0.127  0.682
C  -3.666  1.068  0.346  -0.616
C  3.812  0.587  0.087  -0.559
C  -0.769  -1.667  -0.398  -0.810
C  -1.774  2.345  0.287  -0.272
C  2.487  0.940  0.269  -0.290
C  -1.056  -3.976  -0.623  -0.446
C  3.060  -1.668  -0.215  -0.653
C  0.548  -2.109  -0.310  0.343
C  -1.686  -2.778  -0.601  -0.487
Li  -0.590  0.448  0.062  0.777
H  -2.754  -2.580  -0.634  0.327
H  -1.214  4.079  -0.680  0.191
H  -3.075  0.514  -0.406  0.219
H  4.592  1.344  0.302  0.285
H  -1.995  4.480  0.719  0.373
H  3.194  -2.780  -0.266  0.128
H  2.258  1.963  0.562  0.331
H  -1.486  -4.966  -0.627  0.352
H  -3.763  0.476  1.269  0.204
H  -0.260  3.801  0.729  0.152
H  -4.683  1.162  -0.110  0.281
H  5.176  -1.057  -0.298  0.240

=====

Record 2
Formula: C8H10O
Source: the OMol25 dataset
Level of theory: the ωB97M-V functional and the def2-TZVPD basis

Properties
Multiplicity = 1
Charge = 0
Kohn-Sham gap = 9.294 eV

Last column: Mulliken charge in e.
Geometry (Å):
O  -0.206  2.680  -0.884  -0.423
C  -0.164  1.173  -0.843  -0.405
C  -1.621  -1.768  1.075  -0.925
C  -0.471  -0.042  -0.163  0.426
C  0.942  2.031  -0.095  -0.203
C  2.112  -0.033  -0.412  -0.238
C  0.687  -0.710  0.217  -0.656
C  -1.649  -0.501  0.238  -0.307
C  2.235  1.290  -0.458  -0.445
H  -1.408  -1.414  2.184  0.282
H  -2.790  -2.325  0.782  0.266
H  0.884  2.242  0.924  0.377
H  -2.133  0.178  0.813  0.391
H  2.904  1.812  -1.136  0.336
H  0.280  0.978  -1.907  0.262
H  -2.287  -0.491  -0.600  0.449
H  2.733  -1.085  -1.046  0.192
H  0.768  -1.593  0.894  0.345
H  -0.815  -2.421  0.417  0.274

=====

Record 3
Formula: C69H161N11O11
Source: the OMol25 dataset
Level of theory: the ωB97M-V functional and the def2-TZVPD basis

Properties
Multiplicity = 1
Charge = 0
SMILES string = CC1(C)CCCC(C)(C)N1O.CC1(C)CCCC(C)(C)N1O.CC1(C)CCCC(C)(C)N1O.CC1(C)CCCC(C)(C)N1O.CC1(C)CCCC(C)(C)N1O.COC[C@H](C)N.COC[C@H](C)N.COC[C@H](C)N.COC[C@H](C)N.COC[C@H](C)N.COC[C@H](C)N
Kohn-Sham gap = 8.431 eV

Last column: Mulliken charge in e.
Geometry (Å):
O  -5.859  5.069  1.588  -0.514
O  -4.859  -1.242  -0.447  -0.338
O  0.262  7.664  -7.353  -0.336
O  2.823  -1.888  4.877  -0.491
O  -0.059  2.537  -0.882  -0.538
O  2.426  -7.297  -0.122  -0.588
O  -3.942  -3.022  6.608  -0.544
O  -0.978  -4.837  2.118  -0.480
O  5.059  5.557  1.769  -0.442
O  8.594  0.260  -1.342  -0.351
O  -1.697  -3.111  -6.063  -0.483
N  -0.659  5.097  -7.551  -0.738
N  1.882  -6.403  -1.020  1.063
N  0.768  1.463  -0.938  1.531
N  5.044  1.101  4.427  -0.570
N  -2.017  -1.902  -5.452  0.220
N  2.365  3.750  3.597  -0.524
N  -8.500  -0.362  -0.871  -0.729
N  -4.221  -4.982  4.000  -0.665
N  11.623  -0.037  -1.930  -0.729
N  -4.478  4.895  1.592  0.238
N  -3.246  -2.072  5.814  1.444
C  -2.228  5.852  1.866  -1.846
C  1.055  8.879  -7.462  -0.743
C  -4.695  2.481  1.539  -1.931
C  9.239  -0.290  -2.488  -0.900
C  0.444  4.496  -5.455  -1.295
C  -1.020  -1.097  5.049  -0.190
C  -4.034  -2.819  -4.476  -2.120
C  0.749  -7.050  -1.819  1.407
C  -0.977  -3.262  6.170  -1.687
C  2.037  1.760  -1.621  3.090
C  10.997  0.219  -4.284  -1.302
C  -2.614  3.425  2.458  0.450
C  -4.001  -0.986  5.174  1.610
C  -0.070  -5.964  -2.633  -1.373
C  -4.754  3.433  3.861  -1.307
C  2.899  4.554  2.491  2.931
C  7.360  -0.319  -1.010  -0.629
C  -3.002  -5.456  3.395  0.676
C  -0.462  -0.748  -7.055  -2.041
C  0.635  0.605  0.246  2.735
C  -6.679  0.635  -2.156  -1.389
C  2.779  0.466  -1.822  -1.761
C  -0.549  -4.208  0.954  -0.135
C  0.948  6.669  -6.647  -0.764
C  -3.769  6.137  1.975  2.028
C  1.099  1.271  1.607  -0.762
C  2.125  -1.978  3.628  -0.479
C  -4.509  0.043  6.201  -1.975
C  -7.084  -0.505  -1.261  0.688
C  0.446  -1.227  -4.764  -1.224
C  -6.126  -0.673  -0.071  -0.204
C  -3.902  -1.391  0.607  1.288
C  4.548  -0.210  4.022  2.247
C  -4.142  3.637  2.395  1.923
C  -3.964  7.249  0.870  -1.880
C  -1.803  4.695  2.803  -0.341
C  2.975  2.726  -0.881  -2.314
C  5.786  -1.050  3.922  -1.625
C  3.864  -6.098  -2.528  -1.950
C  -3.231  -0.579  -3.785  -1.510
C  -1.738  0.206  4.654  -0.571
C  10.534  0.435  -2.775  0.608
C  2.023  5.811  2.388  -1.692
C  0.869  -5.019  -3.448  -0.454
C  1.935  -4.495  -2.558  0.034
C  2.738  -5.469  -1.630  1.727
C  -1.357  0.422  -5.177  -2.038
C  -0.081  5.592  -6.327  0.574
C  -0.879  -0.896  -5.590  1.761
C  3.431  -4.566  -0.510  -1.913
C  -3.146  -0.239  4.134  0.986
C  -3.420  -6.668  2.573  -1.554
C  -5.261  -1.564  4.514  -1.501
C  1.778  2.250  -3.062  -3.035
C  -2.290  -4.376  2.528  0.502
C  1.342  -0.728  -0.082  0.340
C  -2.081  0.476  -3.785  0.592
C  4.369  4.781  2.790  -0.720
C  -2.024  -2.655  -3.030  -1.408
C  -0.300  -7.678  -0.787  -1.687
C  -1.642  -1.256  7.523  -1.589
C  -4.136  6.753  3.305  -1.839
C  4.972  5.142  0.440  -0.484
C  2.777  -0.471  -0.585  -0.264
C  -1.776  -1.934  6.137  0.840
C  -2.780  -1.978  -4.160  2.790
C  -0.853  0.268  0.315  -0.487
C  3.456  -0.666  5.112  -0.942
C  1.270  -8.217  -2.709  -1.841
H  1.618  6.195  -7.365  0.290
H  -2.339  2.986  1.498  0.019
H  0.318  -4.747  0.573  -0.018
H  3.676  2.221  -0.217  0.283
H  -0.586  1.183  -5.298  0.387
H  -4.796  -2.642  -3.717  0.239
H  2.177  1.416  1.678  -0.171
H  1.240  3.176  -3.265  0.615
H  2.670  2.294  -3.687  0.423
H  -1.479  1.095  0.654  0.001
H  1.517  6.989  -5.774  0.442
H  12.325  0.667  -1.751  0.227
H  -1.283  -7.889  -1.206  0.387
H  1.376  -5.655  -4.173  0.506
H  -4.995  7.457  0.582  0.438
H  1.110  1.537  -3.545  0.482
H  3.079  3.092  3.872  0.010
H  -8.944  -1.251  -0.695  0.266
H  -5.827  3.452  3.673  0.558
H  3.956  -0.670  6.081  0.447
H  0.991  5.685  2.060  0.274
H  1.496  -1.245  0.865  -0.653
H  -3.998  -0.221  -4.471  0.554
H  -0.867  -5.489  -2.061  0.352
H  2.185  4.295  4.428  0.318
H  -1.257  -4.015  0.148  0.375
H  -6.897  -1.442  -1.785  0.228
H  -4.841  -2.285  3.813  0.065
H  -5.420  -0.203  6.747  0.484
H  -5.808  -0.821  3.934  0.402
H  0.302  -4.312  -4.054  -0.140
H  0.867  0.674  2.489  -0.610
H  0.373  -1.047  -3.691  -0.433
H  -1.213  0.737  3.859  -0.437
H  -0.616  -6.596  -3.333  0.516
H  4.883  3.840  2.989  0.243
H  -3.444  8.196  1.012  0.376
H  5.781  1.430  3.819  0.276
H  2.748  -4.049  0.164  0.223
H  0.349  -0.035  -7.201  0.353
H  -0.185  -3.226  1.256  -0.012
H  1.514  -2.866  3.795  0.191
H  -4.317  2.507  0.517  0.570
H  6.395  -0.932  3.026  0.340
H  1.985  -7.050  0.694  0.353
H  3.981  -5.182  0.201  0.492
H  3.999  5.444  0.053  0.239
H  6.695  -0.099  -1.844  0.283
H  -0.033  4.558  -8.133  0.251
H  -7.226  0.516  -3.091  0.470
H  -6.062  5.383  0.704  0.361
H  -3.894  -3.891  -4.620  0.390
H  -5.164  7.110  3.250  0.370
H  -2.950  -0.875  3.271  -0.499
H  6.545  -0.888  4.688  0.366
H  10.505  1.492  -2.508  0.251
H  -2.558  -7.081  2.050  0.241
H  -0.656  2.337  -1.607  0.252
H  11.289  -0.376  -1.039  0.228
H  4.369  -6.958  -2.088  0.402
H  -2.399  -1.691  8.176  0.220
H  -7.006  1.580  -1.724  0.436
H  -1.215  -3.884  7.033  0.379
H  -2.028  0.780  -5.959  0.501
H  0.808  -1.405  -0.750  -0.280
H  -2.064  -3.488  3.118  -0.789
H  2.732  3.950  1.599  -1.759
H  -3.018  -4.136  1.752  0.400
H  -1.098  -2.194  -2.685  -0.444
H  -0.551  -6.854  -0.118  0.226
H  5.758  5.551  -0.195  0.394
H  1.556  -1.162  3.183  0.025
H  7.102  0.153  -0.062  0.245
H  0.451  -8.679  -3.262  0.445
H  3.795  0.573  -2.202  0.524
H  0.397  9.520  -8.050  0.251
H  1.119  3.851  -6.019  0.268
H  -1.908  4.988  3.847  0.306
H  -5.601  0.697  -2.308  0.109
H  -1.775  -0.178  7.440  0.361
H  1.222  9.305  -6.473  0.297
H  4.060  -0.056  3.060  -1.235
H  5.441  -2.073  4.076  0.421
H  -1.336  0.350  -2.999  -1.094
H  -4.525  4.240  4.557  0.368
H  2.333  6.460  1.569  0.354
H  10.276  0.753  -4.903  0.353
H  3.209  -1.453  -0.780  0.365
H  2.034  8.720  -7.915  0.303
H  -5.770  2.509  1.360  0.767
H  -0.844  -1.691  4.152  -0.515
H  9.330  -1.376  -2.467  0.384
H  4.743  -5.465  -2.652  0.450
H  -3.628  6.952  -0.124  0.440
H  -1.218  -3.781  5.243  0.234
H  1.308  -0.624  -5.050  0.565
H  0.951  4.860  -4.562  0.468
H  -4.012  -4.179  4.576  0.029
H  -1.605  6.716  2.096  0.629
H  -3.442  7.582  3.448  0.442
H  5.503  1.118  5.326  0.240
H  -0.671  -1.535  7.932  0.563
H  -1.289  -0.389  -7.667  0.518
H  10.878  -0.786  -4.688  0.291
H  2.074  6.350  3.333  0.438
H  -4.476  1.474  1.895  -0.432
H  -5.905  -2.092  5.217  0.404
H  -4.705  -2.485  -5.267  0.573
H  -1.219  -0.073  -0.654  -0.350
H  4.941  4.073  0.228  0.080
H  -0.039  -0.764  5.389  0.426
H  -5.875  0.285  0.384  -0.252
H  -8.976  0.121  -1.619  0.248
H  -3.779  -7.483  3.201  0.459
H  2.855  -2.139  2.835  0.692
H  -3.714  0.508  6.783  0.220
H  -0.816  5.877  -8.173  0.328
H  3.369  -0.035  0.220  -0.435
H  12.026  0.556  -4.404  0.366
H  -2.649  -2.937  -2.183  0.543
H  -1.126  -0.535  0.999  0.022
H  1.794  -8.943  -2.088  0.390
H  2.669  0.087  5.072  0.272
H  -0.716  4.626  2.780  -0.198
H  7.493  -1.386  -0.830  0.329
H  0.790  -2.250  -4.915  0.671
H  -2.383  -3.257  -6.719  0.371
H  -1.716  -3.612  -3.450  0.411
H  2.357  3.435  -0.330  0.153
H  -2.913  -1.526  0.168  -0.378
H  -0.440  3.928  -5.163  0.232
H  0.111  -3.206  6.158  0.271
H  0.639  2.247  1.763  0.055
H  1.466  -3.636  -2.081  -1.038
H  -0.863  6.120  -5.782  0.237
H  -3.719  -2.703  7.485  0.337
H  -2.288  -5.763  4.160  0.244
H  -3.962  6.166  4.207  0.303
H  -6.642  -1.343  0.617  0.206
H  1.988  -7.969  -3.491  0.313
H  2.366  -0.060  -2.683  -0.078
H  -2.421  1.502  -3.644  0.936
H  -0.119  -1.698  -7.466  0.403
H  4.535  5.324  3.720  0.361
H  2.611  -4.000  -3.256  0.797
H  -4.659  -5.706  4.552  0.295
H  -4.116  -2.190  1.317  0.327
H  3.486  -6.391  -3.507  0.320
H  -4.351  2.538  4.336  -0.132
H  -3.685  -0.570  -2.794  -0.178
H  3.582  3.266  -1.608  0.599
H  -2.250  2.686  3.172  -0.684
H  -3.873  -0.400  1.059  -0.673
H  0.094  -8.486  -0.170  0.401
H  -1.869  5.548  0.883  0.361
H  -4.882  0.912  5.658  0.350
H  4.013  -3.734  -0.906  0.387
H  8.582  -0.058  -3.326  0.351
H  -1.878  0.870  5.507  0.528
H  -4.180  -6.575  1.797  0.315
H  -3.729  0.635  3.840  -0.663

=====

For the records above, the corresponding max |F| values read 3.91; 7.48; 4.21 eV/A.
For the records above, the corresponding relative energy (zero: lowest compared OMol25 entry of this formula, charge and spin) values read 0.0; 914.7; 332.6 kJ/mol.